1.
{
  "formula": "C72H65BaN12OS5",
  "method": "ωB97M-V/def2-TZVPD",
  "largest_force_ev_per_a": 2.69,
  "orbital_gap_ev": 5.61,
  "charge": 1,
  "homo_energy_ha": -0.2782,
  "species": ["Ba", "C", "C", "C", "C", "C", "N", "C", "C", "C", "C", "C", "C", "C", "N", "C", "C", "C", "N", "C", "C", "N", "C", "C", "C", "N", "H", "H", "H", "H", "H", "H", "H", "H", "H", "H", "H", "H", "H", "H", "H", "H", "H", "H", "N", "C", "C", "C", "C", "C", "C", "S", "N", "C", "C", "C", "C", "C", "C", "N", "H", "H", "H", "H", "H", "H", "H", "H", "H", "N", "S", "N", "S", "N", "S", "N", "C", "C", "C", "C", "C", "C", "C", "C", "C", "C", "C", "C", "C", "C", "C", "C", "C", "C", "C", "C", "C", "C", "C", "C", "C", "C", "C", "C", "C", "C", "C", "C", "C", "C", "C", "C", "H", "H", "H", "H", "H", "H", "H", "H", "H", "H", "H", "H", "H", "H", "H", "H", "H", "H", "H", "H", "H", "H", "H", "H", "H", "H", "H", "H", "H", "H", "O", "S", "C", "C", "C", "C", "H", "H", "H", "H", "H", "H", "H", "H"],
  "coordinates": [[-0.5813, -0.3903, -0.1516], [-2.5394, 6.8109, 2.7079], [-1.7653, 5.5390, 2.4633], [-0.3685, 5.4971, 2.5576], [0.3474, 4.3455, 2.2987], [-0.2740, 3.1285, 1.9363], [0.4243, 1.9848, 1.6156], [1.3611, 1.5844, 2.5281], [1.2785, 1.8309, 3.9243], [2.1786, 1.2976, 4.8293], [3.2092, 0.4417, 4.4340], [4.1319, -0.2140, 5.4313], [3.3459, 0.2386, 3.0683], [2.4790, 0.8180, 2.1522], [2.8387, 0.7173, 0.7593], [3.4078, 1.7025, 0.0317], [3.8457, 1.1444, -1.1463], [3.4853, -0.2120, -1.0344], [2.8689, -0.4698, 0.1117], [-1.6682, 3.1993, 1.8671], [-2.3955, 4.3608, 2.1141], [-2.4185, 1.9996, 1.6014], [-3.1693, 1.3141, 2.4874], [-3.7901, 0.2928, 1.8021], [-3.3443, 0.4534, 0.4783], [-2.5107, 1.4833, 0.3615], [-2.0569, 7.4270, 3.4686], [-3.5540, 6.5954, 3.0478], [-2.6201, 7.4197, 1.8032], [0.1684, 6.4004, 2.8332], [1.4291, 4.3506, 2.3816], [0.4702, 2.4549, 4.2883], [2.0636, 1.5368, 5.8849], [4.0881, 0.2956, 6.3959], [5.1701, -0.1940, 5.0944], [3.8705, -1.2631, 5.6047], [4.1693, -0.3560, 2.6801], [3.4782, 2.7032, 0.4277], [4.3608, 1.6401, -1.9537], [3.6581, -1.0200, -1.7322], [-3.4785, 4.3221, 2.0345], [-3.1901, 1.6044, 3.5253], [-4.4545, -0.4556, 2.2033], [-3.5846, -0.1304, -0.4018], [2.0953, -0.7122, -4.3721], [2.8722, -1.8931, -4.4869], [3.9841, -1.9180, -5.3124], [4.7306, -3.0823, -5.4439], [4.3820, -4.2175, -4.7275], [3.2873, -4.1758, -3.8731], [2.5230, -3.0247, -3.7676], [1.1273, -2.9812, -2.7043], [0.8616, -1.3269, -2.4567], [1.3088, -0.4522, -3.2628], [0.9726, 1.0092, -3.0577], [1.0556, 1.9113, -4.1030], [0.7889, 3.2546, -3.8525], [0.4505, 3.6421, -2.5756], [0.3507, 2.6647, -1.5912], [0.6015, 1.3780, -1.8313], [2.5408, 0.0982, -4.7705], [4.2633, -1.0251, -5.8637], [5.5904, -3.0936, -6.1012], [4.9628, -5.1263, -4.8195], [3.0225, -5.0501, -3.2864], [1.2938, 1.5915, -5.1090], [0.8515, 3.9800, -4.6542], [0.2523, 4.6763, -2.3280], [0.0892, 2.9109, -0.5683], [-0.2289, -1.4115, 1.9424], [-0.3153, -2.7334, 2.5414], [-1.7643, -3.5466, 2.4567], [-2.3747, -4.6992, 1.6841], [-2.4027, -4.8373, 0.1341], [-2.8636, -3.5177, -0.7706], [-2.2595, -2.2367, -0.4420], [-4.6445, -3.6402, -0.6771], [-5.3039, -2.5693, -0.1068], [-6.6911, -2.6176, 0.0177], [-7.3897, -3.7224, -0.4451], [-6.7100, -4.7943, -1.0244], [-5.3314, -4.7636, -1.1356], [-2.5615, -4.2206, -2.3634], [-3.2292, -3.6720, -3.4518], [-2.9029, -4.1092, -4.7238], [-1.9208, -5.0797, -4.8971], [-1.2583, -5.6121, -3.8019], [-1.5735, -5.1791, -2.5222], [-4.0178, -4.7400, 2.3501], [-4.4627, -3.7458, 3.2097], [-5.7634, -3.8286, 3.6898], [-6.5826, -4.8842, 3.3143], [-6.1160, -5.8680, 2.4489], [-4.8259, -5.7990, 1.9554], [-1.7001, -6.2705, 2.1405], [-0.9289, -6.9979, 1.2476], [-0.3294, -8.1677, 1.6933], [-0.5141, -8.5962, 2.9997], [-1.3026, -7.8603, 3.8782], [-1.8990, -6.6857, 3.4539], [-0.1427, -2.7572, 4.3089], [-0.5067, -3.8265, 5.1221], [-0.3229, -3.7193, 6.4887], [0.2112, -2.5495, 7.0266], [0.5646, -1.4935, 6.2027], [0.3897, -1.5887, 4.8253], [0.8452, -3.9666, 1.9891], [0.9222, -4.1493, 0.6146], [1.8322, -5.0609, 0.1069], [2.6553, -5.7810, 0.9628], [2.5859, -5.5749, 2.3338], [1.6845, -4.6575, 2.8585], [-4.7332, -1.7263, 0.2569], [-7.2203, -1.7896, 0.4736], [-8.4695, -3.7535, -0.3559], [-7.2603, -5.6552, -1.3840], [-4.7933, -5.5938, -1.5796], [-3.9939, -2.9180, -3.3091], [-3.4182, -3.6977, -5.5822], [-1.6727, -5.4218, -5.8935], [-0.4911, -6.3630, -3.9416], [-1.0601, -5.5769, -1.6573], [-3.8007, -2.9388, 3.4920], [-6.1322, -3.0673, 4.3650], [-7.5927, -4.9453, 3.6995], [-6.7592, -6.6878, 2.1563], [-4.4508, -6.5557, 1.2750], [-0.8031, -6.6531, 0.2328], [0.2821, -8.7451, 1.0119], [-0.0471, -9.5130, 3.3369], [-1.4562, -8.2036, 4.8931], [-2.5208, -6.1098, 4.1289], [-0.9106, -4.7312, 4.6908], [-0.5950, -4.5424, 7.1375], [0.3497, -2.4668, 8.0975], [0.9822, -0.5866, 6.6209], [0.6532, -0.7712, 4.1627], [0.2881, -3.5697, -0.0494], [1.9119, -5.1931, -0.9653], [3.3684, -6.4896, 0.5591], [3.2467, -6.1153, 3.0000], [1.6557, -4.4759, 3.9225], [-1.8627, -0.1100, -2.6139], [-2.7590, 1.0920, -2.8869], [-2.7358, 1.3410, -4.6768], [-3.7695, 0.3889, -5.2648], [-4.9889, 0.5503, -4.3601], [-4.4592, 0.4309, -2.9304], [-1.7030, 1.1574, -4.9741], [-2.9848, 2.3893, -4.8651], [-3.3890, -0.6351, -5.2080], [-3.9845, 0.6109, -6.3096], [-5.7701, -0.1850, -4.5560], [-5.4287, 1.5386, -4.5130], [-4.3003, -0.6092, -2.6305], [-5.0625, 0.9339, -2.1750]],
  "mulliken_charge": [2.557, -1.548, 0.692, -0.879, -0.312, -0.735, 1.041, -0.524, -0.570, -1.068, 0.866, -1.895, -0.197, -0.105, 1.178, -0.354, -1.079, -0.585, -0.575, -0.570, -0.090, 0.729, -0.831, -1.228, 0.295, -0.221, 0.393, 0.368, 0.256, 0.390, 0.513, 0.419, 0.425, 0.390, 0.447, 0.249, 0.509, 0.483, 0.492, 0.724, 0.412, 0.565, 0.540, 0.668, 0.181, -0.150, -0.688, -0.653, -0.828, -0.895, 0.846, -0.064, 0.812, -1.179, 0.259, -0.408, -1.319, -0.841, -0.600, 1.986, 0.228, 0.430, 0.391, 0.422, 0.391, 0.632, 0.426, 0.622, -0.130, -1.131, 1.819, 0.259, 1.371, -0.214, 1.474, -0.616, 0.068, 0.681, -0.689, -0.837, -0.964, -0.677, 0.354, 0.164, -0.761, -0.845, -0.654, -0.410, 0.343, -0.386, -0.862, -0.648, -0.888, -0.644, 0.847, -0.021, -0.863, -0.618, -0.817, -1.360, -1.054, -0.010, -0.915, -0.912, -0.449, 0.250, 0.608, 1.025, -0.355, -1.075, -0.980, -0.769, -0.596, 0.529, 0.446, 0.494, 0.598, 0.283, 0.473, 0.416, 0.504, 0.200, 0.573, 0.494, 0.442, 0.470, 0.517, 0.450, 0.472, 0.423, 0.465, 0.486, 0.570, 0.488, 0.425, 0.467, -0.517, -0.567, 0.309, 0.437, 0.484, 0.584, -0.350, 0.552, -0.667, -0.312, -0.815, 0.330, 0.199, 0.451, -0.062, 0.482, 0.398, 0.356, -0.827, 0.504]
}

=====

2.
{
  "formula": "C40H61IN13P",
  "method": "ωB97M-V/def2-TZVPD",
  "largest_force_ev_per_a": 2.54,
  "e_above_lowest_kj_mol": 58.4,
  "orbital_gap_ev": 8.10,
  "homo_energy_ha": -0.2955,
  "species": ["C", "C", "N", "C", "P", "N", "I", "C", "C", "C", "C", "N", "C", "N", "N", "H", "H", "H", "H", "H", "H", "H", "H", "H", "H", "H", "H", "H", "H", "H", "H", "H", "H", "H", "H", "H", "N", "C", "C", "C", "C", "H", "H", "H", "H", "H", "N", "C", "C", "C", "C", "H", "H", "H", "H", "H", "N", "C", "C", "C", "C", "H", "H", "H", "H", "H", "N", "C", "C", "C", "C", "H", "H", "H", "H", "H", "N", "C", "C", "C", "C", "H", "H", "H", "H", "H", "N", "C", "C", "C", "C", "H", "H", "H", "H", "H", "N", "C", "C", "C", "C", "H", "H", "H", "H", "H", "N", "C", "C", "C", "C", "H", "H", "H", "H", "H"],
  "coordinates": [[-4.5778, -2.8857, -1.5334], [-4.3807, -2.0467, -0.3011], [-5.0470, -0.9752, -0.1730], [-3.3856, -2.5167, 0.7429], [-1.7885, -1.5395, 0.6183], [-1.2291, -2.4787, -0.8077], [-2.5685, -0.0778, 2.6453], [-0.2294, -1.9683, 1.5120], [0.6950, -0.8117, 1.9009], [1.3152, 0.0594, 0.7877], [1.3621, -0.5344, -0.6068], [2.2989, 0.2507, -1.4438], [2.2950, -0.2464, -2.7658], [3.1263, -1.1438, -3.1190], [1.3322, 0.3113, -3.6270], [-4.4110, -3.9411, -1.3427], [-3.8645, -2.5732, -2.2973], [-5.5663, -2.7128, -1.9413], [-4.8201, -0.5061, 0.7044], [-3.1155, -3.5617, 0.6183], [-3.8016, -2.4040, 1.7375], [-1.8145, -0.3939, -0.1723], [-1.8914, -2.4816, -1.5701], [-0.9758, -3.4277, -0.5757], [-0.5450, -2.4328, 2.4465], [0.3385, -2.7137, 0.9668], [1.5267, -1.2759, 2.4297], [0.2177, -0.1550, 2.6181], [2.3510, 0.2433, 1.0794], [0.8507, 1.0433, 0.7614], [0.3886, -0.4381, -1.0776], [1.6729, -1.5785, -0.5887], [3.2420, 0.1241, -1.0926], [3.0281, -1.3506, -4.1089], [0.7593, -0.4365, -3.9993], [0.7036, 0.9195, -3.1173], [-1.4189, -4.6405, 3.9239], [-1.1381, -5.1021, 5.1802], [-0.3281, -6.1974, 5.0534], [-0.1068, -6.4034, 3.6642], [-0.7933, -5.4272, 2.9936], [-1.9980, -3.8485, 3.7153], [-1.5399, -4.6148, 6.0516], [0.0621, -6.7875, 5.8648], [0.4865, -7.1796, 3.2110], [-0.8896, -5.2274, 1.9398], [2.0913, 3.4724, 1.8711], [3.0441, 3.0605, 2.7633], [2.5735, 3.3107, 4.0239], [1.2833, 3.8924, 3.8898], [1.0121, 3.9785, 2.5517], [2.1688, 3.4056, 0.8720], [3.9692, 2.6260, 2.4260], [3.0942, 3.0983, 4.9420], [0.6299, 4.2082, 4.6850], [0.1475, 4.3478, 2.0256], [1.2413, 6.5041, 0.3719], [0.0814, 7.1832, 0.6199], [-0.0856, 8.1061, -0.3791], [1.0172, 7.9747, -1.2670], [1.8167, 6.9774, -0.7753], [1.6140, 5.7700, 0.9478], [-0.5217, 6.9553, 1.4821], [-0.9045, 8.8008, -0.4645], [1.2012, 8.5483, -2.1599], [2.7424, 6.5680, -1.1416], [6.5196, -2.5862, -1.4920], [7.2847, -3.0316, -0.4457], [6.5084, -3.0037, 0.6816], [5.2264, -2.5245, 0.2941], [5.2622, -2.2762, -1.0562], [6.8337, -2.4982, -2.4400], [8.3112, -3.3244, -0.5930], [6.8234, -3.2931, 1.6707], [4.3724, -2.3802, 0.9364], [4.5008, -1.9047, -1.7427], [-2.5413, 8.1861, -2.8251], [-2.4595, 8.6965, -4.0876], [-3.2720, 9.8001, -4.1463], [-3.8643, 9.9596, -2.8639], [-3.3909, 8.9484, -2.0723], [-2.0483, 7.3761, -2.4943], [-1.8344, 8.2367, -4.8340], [-3.4166, 10.4309, -5.0085], [-4.5554, 10.7271, -2.5599], [-3.5854, 8.7071, -1.0417], [-5.1899, -8.8882, 5.1181], [-5.9994, -8.1365, 5.9253], [-5.4588, -6.8813, 6.0068], [-4.2768, -6.8767, 5.2159], [-4.1395, -8.1283, 4.6802], [-5.3419, -9.8508, 4.8850], [-6.8847, -8.5566, 6.3699], [-5.8640, -6.0582, 6.5708], [-3.6035, -6.0523, 5.0581], [-3.3868, -8.5396, 4.0300], [-4.8691, 8.6012, -6.7593], [-5.9769, 9.0868, -7.3940], [-6.1054, 8.4249, -8.5872], [-5.0307, 7.4997, -8.6727], [-4.2884, 7.6335, -7.5284], [-4.5281, 8.9080, -5.8606], [-6.5782, 9.8586, -6.9454], [-6.8821, 8.5848, -9.3160], [-4.8270, 6.8159, -9.4794], [-3.4000, 7.1229, -7.1982], [7.8450, -6.6062, 0.0284], [8.5672, -7.7378, -0.2342], [8.1636, -8.7065, 0.6453], [7.1555, -8.1349, 1.4690], [6.9818, -6.8390, 1.0613], [7.9311, -5.7329, -0.4585], [9.3026, -7.7573, -1.0199], [8.5467, -9.7118, 0.6934], [6.6200, -8.6199, 2.2676], [6.3221, -6.0647, 1.4129]],
  "mulliken_charge": [-1.364, 0.632, -0.705, -0.596, -0.097, -0.601, -0.271, -0.614, -1.049, 0.066, -0.495, -0.373, 0.434, -0.607, -0.678, 0.318, 0.283, 0.407, 0.257, 0.268, 0.698, 0.094, 0.162, 0.225, 0.279, 0.795, 0.389, 0.232, 0.302, 0.126, 0.036, 0.300, 0.331, 0.194, 0.281, 0.282, 0.280, -0.905, -0.185, -0.873, -0.194, 0.160, 0.452, 0.429, 0.435, 0.419, 0.084, -0.687, -0.513, -0.595, -0.572, 0.240, 0.493, 0.436, 0.475, 0.598, 0.093, -0.270, -0.736, -0.605, -0.481, 0.262, 0.397, 0.577, 0.428, 0.379, -0.013, -0.750, -0.996, 0.214, -0.576, 0.184, 0.623, 0.528, 0.607, 0.214, 0.028, -0.612, -0.616, -0.527, -0.527, 0.245, 0.422, 0.720, 0.430, 0.453, 0.004, -0.447, -0.829, 0.284, -0.693, 0.174, 0.379, 0.374, 0.351, 0.398, 0.111, -0.427, -0.511, -0.582, -0.274, 0.234, 0.343, 0.384, 0.382, 0.324, 0.097, -0.536, -0.380, -0.571, -0.295, 0.196, 0.354, 0.385, 0.388, 0.368]
}